Entry 1
Here is a cluster of 2 separate species, C2H6O2S in total from the OMol25 dataset. Energies are from ωB97M-V/def2-TZVPD.

For the gap between HOMO and LUMO, the calculation gives 0.358 Eh. Its spin multiplicity is 1. The calculation puts the LUMO energy at 0.54 eV. As for the SMILES: O=CO.CS.

Element x y z (Å)
S: -1.06 0.45 1.40
O: 1.33 1.53 -0.92
O: 1.32 -0.63 -1.42
C: 1.69 0.26 -0.71
C: -1.38 -1.04 0.42
H: -2.44 -1.25 0.39
H: 2.38 0.12 0.14
H: -1.57 1.32 0.52
H: -0.88 -1.87 0.91
H: -0.98 -0.94 -0.58
H: 1.58 2.06 -0.15


Entry 2
Here is the molecule C2H6O2S from the OMol25 dataset. Energies are from ωB97M-V/def2-TZVPD.

For the gap between HOMO and LUMO, the calculation gives 0.374 Eh. Its spin multiplicity is 1. The calculation puts the LUMO energy at 0.48 eV. As for the SMILES: C=[S@H](=O)OC.

Element x y z (Å)
S: -0.81 -0.09 0.02
O: 0.73 0.31 0.72
O: -0.78 -1.55 0.22
C: 1.86 -0.30 0.13
C: -2.29 0.65 0.04
H: 2.84 -0.31 0.58
H: -2.72 0.73 1.03
H: 1.91 0.24 -0.84
H: 1.63 -1.41 -0.11
H: -0.17 0.11 -1.27
H: -2.21 1.63 -0.53


Entry 3
Here is a cluster of 2 separate species, C2H6O2S in total from the OMol25 dataset. Energies are from ωB97M-V/def2-TZVPD.

For the gap between HOMO and LUMO, the calculation gives 0.355 Eh. Its spin multiplicity is 1. The calculation puts the LUMO energy at 0.32 eV. As for the SMILES: O=CO.CS.

Element x y z (Å)
S: 1.47 -1.69 0.52
O: -1.66 2.05 -2.20
O: -2.52 2.00 -0.17
C: 2.62 -1.66 1.91
C: -1.87 1.44 -1.21
H: 2.21 -1.24 2.83
H: -1.64 0.37 -1.05
H: -2.48 1.46 0.63
H: 3.52 -1.11 1.65
H: 2.88 -2.69 2.12
H: 0.76 -0.60 0.84


Energy ordering: entry 1 at the bottom, the next structure 0.217 eV above.